A structure of composition C39H36IrNO8P2STe. Source: OMol25; level of theory: wB97M-V/def2-TZVPD.

Values from the calculation:
E_LUMO (spin up / spin down)   -0.47 / -2.38 eV
2S+1   5
Gap between HOMO and LUMO (spin up / spin down)   6.977 / 5.402 eV
Expectation value of S²   6.023
Energy   -3617.57480 a.u.

```
89
C39H36IrNO8P2STe wB97M-V/def2-TZVPD
H 0.81723 -5.59646 -0.46378
C -4.57679 -0.27992 3.30374
H -5.53804 -1.46370 4.81144
H -1.57260 -2.67336 3.74314
H -3.36832 0.71245 1.81968
P -0.79361 -0.63315 1.78500
C -3.91640 3.19982 -3.80500
C -3.56117 -2.18153 4.37236
H 2.51983 -3.91031 0.16840
H -3.61276 -2.99486 5.08651
C 0.19825 1.16449 3.58768
Ir -0.50024 0.82544 -0.19115
C -2.34386 -0.95522 2.69676
C -0.31009 -0.97277 -4.48071
C 0.92042 1.61163 4.68380
H -3.61943 4.78318 -2.36262
C -0.26884 -2.26867 1.18960
C 1.00056 -1.52694 -6.43413
H -2.54631 4.53122 2.88354
H -4.89133 2.86963 -3.44271
C 6.11626 0.85424 2.76544
H -5.42043 0.38958 3.17904
H -0.83053 -5.25848 -6.86749
C 0.91903 -1.02496 -5.14649
C 3.67304 1.39561 1.62488
H -2.12391 4.08157 -3.00330
C 1.08239 -1.05211 3.89745
H -0.42958 1.85501 3.02882
H -1.31986 5.91658 0.44981
H 3.90365 3.37201 2.39340
H -2.40802 -1.39343 -4.62633
C -0.46290 0.00441 -2.02573
H -2.27672 -3.01369 0.97671
H 2.42985 -1.29425 5.54842
H 2.30151 1.07210 6.24161
H 5.91571 -1.12521 1.99203
H 1.80852 -0.66880 -4.64174
O 8.00892 1.45550 3.95719
O 1.67551 0.70534 0.56801
H -1.35380 5.84056 2.99046
P -2.22724 3.23546 -0.28912
H 0.66347 -4.39609 -6.49978
C -1.45404 -1.43278 -5.13781
C 1.80131 -0.60290 4.99910
Te 0.10280 3.51472 -0.88774
C -4.64352 -1.31933 4.21720
H -0.90398 4.29917 2.24872
C -3.42808 -0.09575 2.53966
H -2.86724 6.38501 1.15454
C 5.46389 -0.14790 2.07209
C -0.14298 -1.99259 -7.07777
O 0.05362 -5.02624 -9.61365
C 4.23419 0.13271 1.50156
O 7.83387 -0.58936 3.31360
H -4.06643 3.91634 -4.61521
O -2.89250 4.57218 0.25743
H 1.81209 -1.75947 1.17237
C -0.39264 -0.43737 -3.15549
H -3.37547 2.33486 -4.19191
H 1.95176 -1.55958 -6.95312
C 0.17564 -5.03467 -7.22726
S -0.05852 -2.60493 -8.74375
C 4.35596 2.39269 2.31189
H -1.58179 -5.12666 -0.07837
C -3.14494 3.85535 -2.68513
H 1.15005 -2.09336 3.59658
C -2.17147 5.56151 1.02948
O -3.10388 2.93389 -1.57455
C 0.06917 -4.39716 -8.59069
C -0.83194 -4.40134 0.21554
C -1.37250 -1.93151 -6.42827
C 1.07932 -2.52306 0.93690
H 6.13665 2.87950 3.43381
H 0.71660 -5.97318 -7.33506
C 1.46856 -3.72094 0.35382
C 5.58492 2.12622 2.89082
N 7.42335 0.55307 3.38992
C 1.72621 0.72522 5.39073
C -2.41462 -2.00162 3.61690
C 0.27765 -0.17163 3.18814
O -2.36296 2.09350 0.67095
H 3.70320 -0.63062 0.95123
C -1.71746 5.01943 2.37062
H 0.86093 2.65202 4.98064
C -1.22520 -3.21066 0.80923
O 1.92321 2.88779 1.12297
C 0.51407 -4.66229 -0.00505
H -2.26160 -2.28386 -6.93811
C 2.31334 1.70369 1.03770
```



A structure of composition C17H21BrN3O2PdS. Source: OMol25; level of theory: wB97M-V/def2-TZVPD.

Values from the calculation:
E_LUMO (spin up / spin down)   -2.17 / -4.16 eV
2S+1   3
Gap between HOMO and LUMO (spin up / spin down)   8.301 / 6.421 eV
Expectation value of S²   2.005
Energy   -4075.02255 a.u.
Net charge   +1

```
46
C17H21BrN3O2PdS wB97M-V/def2-TZVPD
C -0.26914 5.29724 0.67389
O -2.01530 -1.24234 0.75630
H 0.35153 2.54228 5.15376
C -0.16407 2.50190 0.55257
H 2.59232 -1.30481 -3.31466
H 0.33319 5.02323 5.22148
C 0.24113 3.10971 4.23972
N 2.17848 1.39807 -1.67002
H 3.87674 2.17790 -2.64128
H -6.88056 -1.18114 0.31598
C -0.07303 4.57165 1.87076
H 3.15792 0.28176 -3.70566
S 1.22308 -1.00578 -0.99160
N -4.39395 -1.42864 1.48880
C -5.33772 -2.49910 1.04671
Br 0.03698 0.53968 3.06929
H -4.54962 0.54483 0.65728
Pd -0.13332 0.39908 0.45286
H -5.96344 -2.82702 1.87231
C 0.22801 4.51693 4.27193
H -0.54017 2.74999 -1.53057
H 0.02778 6.30825 3.13841
H -4.68836 -0.98550 2.35270
C 2.07153 0.11364 -1.97168
C 0.06536 5.22594 3.11683
H -4.40753 -1.65894 -1.41784
H -5.44139 -0.23135 -1.42417
H -4.75077 -3.34211 0.68560
C -0.39263 3.24473 -0.57675
O -2.23525 0.40507 -0.74142
C -4.21134 -0.44725 0.36621
H 2.72903 3.35965 -2.00175
C -6.11302 -1.84383 -0.08972
C -2.68649 -0.40109 0.07391
C -0.44676 4.65278 -0.51764
H -3.34074 -1.72690 1.56856
H -0.62403 5.21699 -1.42467
C 2.81671 2.39995 -2.50220
N 2.68717 -0.33610 -3.06678
H 1.65762 1.69959 -0.86052
C 0.10538 2.47229 3.04343
H -0.28518 6.37936 0.72135
H 2.33070 2.47684 -3.47813
C -5.03376 -1.01780 -0.79520
C -0.03543 3.14670 1.81024
H -6.59277 -2.56684 -0.74530
```



A cluster of 5 separate species, C27H57F5IO7P in total. Source: OMol25; level of theory: wB97M-V/def2-TZVPD.

Values from the calculation:
E_LUMO   -1.32 eV
2S+1   1
Gap between HOMO and LUMO   6.793 eV
Energy   -2727.58952 a.u.
SMILES   C=C[PH](COCCOCC)(CC(=O)I)C(F)(F)C(F)(F)F.CCOCC.CCOCC.CCOCC.CCOCC

```
98
C27H57F5IO7P wB97M-V/def2-TZVPD
H 3.90681 -3.34711 3.91235
F -7.25608 1.67531 3.17996
H -5.05572 -1.41748 4.22443
H -5.79047 -2.96797 3.88097
H -4.91179 4.24025 1.17026
C -6.53386 -1.97648 5.66161
H -6.94257 -2.85919 6.15771
H -1.88714 -1.25324 -2.03946
O 3.05478 1.57446 -0.21463
O -1.93186 0.56353 -0.28379
H 3.60462 -1.76133 0.59657
C 5.48668 2.83481 -5.43169
C -0.89260 -0.69908 -2.25969
C -7.14078 1.42294 1.77562
H 4.81822 -5.63240 3.49850
H -1.78206 -2.78096 -4.27274
H -2.96473 2.19843 -1.17189
F -7.06580 2.60787 1.03661
H 3.05879 0.52918 1.51849
H 2.18143 -1.44374 2.60528
F -5.35179 0.11871 2.80382
H 4.70581 2.33919 -4.84968
H -3.55347 1.96488 2.37602
H 5.46861 1.32011 -6.96983
H -0.24919 -3.78756 -4.74282
H 0.53774 -3.72013 -2.43730
H 6.39548 6.01792 -5.44432
H 3.58749 2.41424 3.02854
C -5.08393 -5.26225 5.11224
H 7.93296 5.84809 -6.31748
C -4.54055 -4.15908 6.00546
H 4.61481 1.21319 1.09965
O -4.29595 -2.94030 5.31754
H -6.16142 -1.30634 6.44164
I -6.11576 4.14884 -1.91579
H 0.14733 0.44462 -0.66148
H -3.34139 0.43784 -1.81985
H -6.04878 -4.99680 4.67716
H 3.08242 2.64506 -1.93214
H -5.20056 -3.98494 6.86101
C -5.54410 2.06938 -2.22575
C 4.71517 -3.49941 3.18931
H 5.64887 -3.31463 3.72687
C 6.18444 1.79747 -6.29582
C -3.97784 2.24095 1.33619
H 4.98245 3.58546 -6.04820
H -3.58106 -4.48116 6.41733
O 6.34892 3.46670 -4.49501
H 5.58426 2.72127 -0.16329
C -0.28612 -2.93436 -2.59389
O 0.18527 -1.64810 -2.07581
H 3.68682 3.52366 1.66026
H -4.39453 -5.45848 4.28532
H 3.21718 3.62275 -0.48393
F -6.49048 -0.96275 1.13770
H -4.01842 -0.49300 0.57823
H 5.37884 1.75577 -1.62176
C 7.04862 5.31165 -5.96460
C -5.77352 0.86745 -1.20399
H -5.62224 -0.10503 -1.80945
C 3.49861 -2.57471 1.31854
C -0.84733 0.54379 -1.23851
C 3.55229 2.68783 -0.94588
H -7.35164 -1.47883 5.13422
C -5.99712 0.34252 1.52583
O 4.64305 -2.52115 2.16083
P -4.61621 0.80424 0.29266
F -8.39009 0.80801 1.41729
H -6.89935 0.87199 -0.93906
H 8.14285 3.48957 -5.53154
H -0.96960 -0.27201 -3.31578
H 2.02355 -3.18763 2.79848
C -3.15077 1.10783 -0.89260
H 2.14276 2.77270 2.05490
H 6.97315 2.23928 -6.90696
C -0.63998 -2.87914 -4.15782
H -0.16052 -1.95756 -4.62574
C 2.18709 -2.39584 2.06546
H -1.18034 -3.29430 -1.96226
C 3.54069 1.42152 1.11205
H -0.83960 1.51890 -1.83134
O -5.01387 1.81278 -3.34260
C 3.22311 2.60181 2.01529
H 6.64697 1.02796 -5.67024
C 7.45340 4.18050 -5.03502
H 3.80660 -5.16934 2.12675
C -3.94493 3.63682 0.98309
H 1.34659 -2.40959 1.36677
C 5.06090 2.67418 -1.12043
H 5.55945 -5.07835 1.98227
C -5.41982 -2.33200 4.69213
H -3.04311 4.21577 0.59387
H 3.49797 -3.50314 0.73908
H 6.50548 4.94845 -6.83922
C 4.72226 -4.92671 2.66946
H 5.38163 3.52889 -1.72115
H -5.21870 -6.18365 5.68469
H 7.99632 4.59993 -4.18407
```